Here is 2 unconnected molecules or ions with the total composition C2H4O3 in a non-equilibrium geometry from the Open Molecules 2025 dataset. Energies are from ωB97M-V/def2-TZVPD.

Values from the calculation:
lowest unoccupied orbital energy (spin up / spin down)	-5.68 / -10.30	eV
spin multiplicity	2
HOMO level (spin up / spin down)	-0.5749 / -0.5570	Eh
net charge	+1
E_tot	-303.9089	hartree

Geometry (Å):
O: 0.38107 -0.88742 -0.60523
C: 0.09333 -2.01233 -0.92456
H: 0.20681 -2.32424 -1.97546
H: -0.28080 -2.78394 -0.23924
O: -0.67983 0.84400 1.68335
C: -0.26303 1.79859 1.01977
O: 0.63147 1.65098 0.09961
H: -0.42135 2.81894 1.41211
H: 0.33233 0.89543 -0.47035

For reference, the Mulliken charges in units of e are: number 1, O, carries -0.43; number 2, C, carries -0.04; number 3, H, carries 0.26; number 4, H, carries 0.25; number 5, O, carries -0.02; number 6, C, carries 0.38; number 7, O, carries -0.26; number 8, H, carries 0.37; number 9, H, carries 0.49